A 4-piece molecular cluster, C34H66ClNO4Si overall at a distorted geometry. Source: OMol25; level of theory: wB97M-V/def2-TZVPD.

Values from the calculation:
HOMO = -0.3290 Eh
LUMO = -0.32 eV
Strongest force on any atom = 9.0 eV/A

Each line ends with the Löwdin charge.
Element x y z (Å)
1 Cl 6.9139 2.5736 4.4052  0.482
2 Si 4.5423 1.3468 1.7159  0.619
3 O 4.1912 5.7487 -0.9282  -0.052
4 O 4.6013 3.6933 0.2571  -0.170
5 O 9.7697 0.1290 -2.1569  -0.141
6 O 11.6239 1.6557 -1.7980  -0.053
7 N -0.6907 1.2160 2.4095  -0.017
8 C 5.0481 0.3885 0.1225  -0.255
9 C 7.8972 0.5296 2.5192  -0.139
10 C 1.8452 -3.4809 -2.9320  -0.116
11 C 5.0123 3.2189 1.6012  -0.283
12 C 8.3393 0.4811 -2.4428  -0.175
13 C -4.0569 0.1974 3.1113  -0.275
14 C 1.5878 2.4907 1.3320  -0.025
15 C 5.9024 6.0531 0.9502  -0.039
16 C -11.3345 -0.6115 -1.5785  -0.230
17 C -6.0575 -1.4242 3.3687  -0.228
18 C -0.0125 2.3144 1.6410  -0.097
19 C 6.7669 0.8324 3.6843  -0.687
20 C 7.4881 0.0659 -1.0644  -0.157
21 C -7.6834 0.3853 4.1245  -0.113
22 C -3.5367 -0.3974 1.8112  -0.126
23 C 2.5881 1.3125 1.9161  -0.179
24 C -4.7910 -0.8204 3.9877  -0.229
25 C 2.7092 -2.3395 -5.0391  -0.227
26 C 4.9608 -1.6336 -3.9763  -0.276
27 C -8.4600 -1.2409 -0.4943  -0.117
28 C 1.8851 -2.2029 -3.7565  -0.272
29 C -7.1286 -0.4128 2.9548  -0.282
30 C -12.2294 -1.2043 -0.4880  -0.276
31 C -13.1214 -2.3291 -0.9903  -0.117
32 C -10.3234 -1.5848 -2.1968  -0.229
33 C 4.8580 5.1317 0.0847  -0.279
34 C 4.9956 -0.2406 -4.5856  -0.108
35 C 4.1971 -2.6472 -4.8313  -0.225
36 C 10.6248 1.2708 -2.6130  -0.138
37 C 1.8623 0.0567 2.7474  -0.041
38 C 5.2347 0.4329 3.2626  -0.302
39 C -9.3586 -2.2410 -1.2063  -0.270
40 C 6.2201 1.1068 -0.7765  -0.238
41 C 0.2338 0.1416 2.9064  -0.107
42 H -7.8660 -0.6697 -1.2145  0.079
43 H 5.6871 6.0648 2.1154  0.098
44 H 2.5584 -0.7962 3.1806  0.083
45 H 8.8525 0.1054 3.0942  0.100
46 H 5.5821 0.4319 -3.9510  0.041
47 H -0.2702 -0.7413 3.5335  0.104
48 H 4.1190 0.2383 -0.6122  0.101
49 H 5.4597 -0.2605 -5.5772  0.081
50 H 6.6960 2.0631 -0.2990  0.096
51 H 4.4194 3.8174 2.4334  0.123
52 H 8.2602 1.6293 -2.6647  0.128
53 H 7.0326 5.8102 0.6977  0.105
54 H -4.3508 -0.7648 1.1806  0.062
55 H -6.9093 0.9901 4.6057  0.067
56 H -5.7851 -2.0258 2.4938  0.098
57 H -10.8029 0.2536 -1.1654  0.100
58 H 5.7623 1.4470 -1.8252  0.116
59 H 4.3051 -3.6402 -4.3800  0.102
60 H 2.0302 3.4171 0.7410  0.094
61 H -4.1032 -1.6388 4.2343  0.107
62 H -8.7251 -2.9480 -1.7554  0.106
63 H -9.7422 -1.0440 -2.9541  0.109
64 H 5.4313 -0.7056 0.4004  0.088
65 H -10.8602 -2.3729 -2.7380  0.100
66 H 7.0560 0.1170 4.5955  0.111
67 H -9.9083 -2.8320 -0.4681  0.099
68 H -13.7680 -1.9806 -1.8023  0.076
69 H 5.9920 -1.9868 -3.8574  0.098
70 H -2.9930 0.3627 1.2406  0.053
71 H -7.7696 -1.7649 0.1748  0.062
72 H -12.5361 -3.1787 -1.3539  0.066
73 H 4.5360 -1.5838 -2.9678  0.092
74 H -13.7621 -2.6904 -0.1791  0.070
75 H -12.8674 -0.4061 -0.0904  0.105
76 H 10.4270 1.8648 -3.6157  0.168
77 H 2.2751 -3.1349 -5.6575  0.110
78 H 8.2843 0.0599 -0.2023  0.100
79 H -9.0381 -0.5380 0.1116  0.065
80 H 5.2332 -0.7316 3.0199  0.105
81 H -4.7026 1.0527 2.8920  0.099
82 H 4.6761 -2.7129 -5.8167  0.111
83 H 5.7436 7.1813 0.5985  0.107
84 H 8.1679 1.4625 1.8654  0.085
85 H 1.4264 -4.3072 -3.5146  0.076
86 H 3.9924 0.1849 -4.6813  0.073
87 H 2.8415 -3.7709 -2.5876  0.064
88 H 7.8886 -0.1901 -3.3008  0.123
89 H -11.9687 -0.2167 -2.3826  0.109
90 H 7.0054 -0.9996 -1.2271  0.115
91 H 1.2173 -3.3380 -2.0464  0.071
92 H -3.2053 0.5929 3.6778  0.090
93 H -6.7377 0.2719 2.1944  0.101
94 H 2.6057 -1.4168 -5.6223  0.101
95 H -8.1218 -0.2789 4.8766  0.076
96 H 0.8579 -1.9341 -4.0309  0.107
97 H 4.4645 0.5624 4.1644  0.101
98 H -6.4926 -2.1267 4.0910  0.109
99 H -0.7168 3.1905 1.2369  0.107
100 H -5.0434 -0.3437 4.9423  0.100
101 H 2.2631 -1.3806 -3.1422  0.095
102 H -7.9552 -0.9564 2.4819  0.089
103 H 7.4937 -0.3925 1.8778  0.086
104 H 6.1866 3.3894 1.7337  0.088
105 H -11.6254 -1.5613 0.3533  0.099
106 H -2.8512 -1.2271 2.0095  0.069
107 H -8.4673 1.0658 3.7761  0.070